(1)
Below is a molecular structure, C4H6O2S at a distorted geometry, with properties calculated with wB97M-V/def2-TZVPD.

```
! wB97M-V def2-TZVPD RIJCOSX def2/J DEFGRID3
* xyz 0 1
C -0.269 -0.156 -0.113
C 0.775 0.683 -0.887
C 0.719 -0.571 0.992
C -1.473 0.621 0.365
H -0.019 -1.747 -1.161
H 0.757 1.732 -0.567
H 0.709 0.569 -1.926
H 0.676 0.094 1.813
H 0.595 -1.596 1.316
H -2.495 0.220 0.073
O -0.755 -1.253 -0.848
O -1.373 1.631 1.029
S 2.153 -0.228 -0.086
*
```

Properties
Frontier orbital gap in eV: 9.5127
DFT total energy in eV: -19174.2976
HOMO in eV: -9.14
LUMO energy in eV: 0.37
Relative energy (zero: lowest compared OMol25 entry of this formula, charge and spin) in kJ/mol: 97.36

Atom charges from the Löwdin analysis, given in e for atoms 1 to 4: number 1, C, carries -0.6048; number 2, C, carries -0.3428; number 3, C, carries -0.3599; number 4, C, carries -0.1648

=====

(2)
Below is a molecular structure, C45H50CsN8O2P2S at a distorted geometry, with properties calculated with wB97M-V/def2-TZVPD.

```
! wB97M-V def2-TZVPD RIJCOSX def2/J DEFGRID3
* xyz -1 1
Cs 0.365 -0.174 0.096
N 2.275 2.743 4.539
C 1.733 2.335 3.341
S 0.553 1.121 3.444
N 2.169 3.010 2.309
N 1.758 2.670 1.079
C 2.157 3.434 0.112
C 2.984 4.640 0.371
C 2.490 5.704 1.118
C 3.294 6.794 1.397
C 4.600 6.829 0.939
C 5.104 5.769 0.201
C 4.299 4.681 -0.082
C 1.885 3.079 -1.267
C 2.130 3.997 -2.305
C 1.898 3.612 -3.608
C 1.439 2.327 -3.859
C 1.232 1.488 -2.772
N 1.431 1.851 -1.524
H 2.199 2.065 5.279
H 3.150 3.240 4.462
H 1.473 5.666 1.481
H 2.898 7.622 1.973
H 5.225 7.684 1.156
H 6.127 5.792 -0.152
H 4.691 3.843 -0.642
H 2.503 4.985 -2.080
H 2.083 4.300 -4.423
H 1.263 1.986 -4.866
H 0.904 0.472 -2.921
C -1.347 -1.388 -5.015
C -1.377 -1.022 -3.548
N -0.547 -1.511 -2.688
N 0.361 -2.407 -3.107
C 1.414 -2.556 -2.296
O 1.670 -1.910 -1.267
C 2.396 -3.567 -2.803
C 2.323 -4.086 -4.092
C 3.281 -4.975 -4.542
C 4.318 -5.359 -3.710
C 4.408 -4.833 -2.432
C 3.452 -3.944 -1.980
C -2.304 -0.007 -3.096
C -3.286 0.523 -3.954
C -4.110 1.534 -3.513
C -3.930 2.037 -2.233
C -2.937 1.460 -1.458
N -2.171 0.467 -1.849
H -0.517 -2.075 -5.153
H -1.193 -0.509 -5.639
H -2.268 -1.883 -5.321
H 1.513 -3.774 -4.731
H 3.239 -5.356 -5.553
H 5.063 -6.062 -4.057
H 5.241 -5.101 -1.797
H 3.509 -3.511 -0.991
H -3.409 0.144 -4.956
H -4.879 1.940 -4.160
H -4.551 2.833 -1.849
H -2.751 1.821 -0.455
O 3.229 -0.447 2.256
C 3.247 -1.847 2.325
C 2.647 -2.376 3.636
C 1.113 -2.457 3.599
C 0.669 -3.505 2.623
C 0.713 -4.858 2.961
C 0.359 -5.800 2.011
C -0.018 -5.366 0.749
C -0.046 -4.000 0.511
N 0.271 -3.102 1.425
H 2.310 -0.148 2.364
H 4.307 -2.126 2.278
H 2.736 -2.295 1.460
H 2.951 -1.697 4.439
H 3.056 -3.368 3.853
H 0.695 -1.492 3.313
H 0.758 -2.707 4.601
H 1.020 -5.167 3.950
H 0.382 -6.856 2.248
H -0.280 -6.066 -0.030
H -0.328 -3.604 -0.453
C -2.000 3.101 2.052
P -2.296 1.291 2.266
C -2.791 1.374 4.050
C -4.004 1.096 1.584
C -5.057 1.982 1.756
C -6.311 1.695 1.245
C -6.525 0.506 0.569
C -5.477 -0.376 0.372
C -4.214 -0.089 0.868
P -2.735 -1.140 0.634
C -3.398 -2.431 -0.509
C -2.943 -2.099 2.205
H -2.808 3.716 2.450
H -1.838 3.343 1.003
H -1.079 3.321 2.591
H -3.525 2.163 4.216
H -1.888 1.574 4.621
H -3.209 0.425 4.381
H -4.904 2.915 2.282
H -7.125 2.392 1.382
H -7.511 0.264 0.195
H -5.660 -1.296 -0.167
H -4.203 -3.023 -0.073
H -2.569 -3.087 -0.755
H -3.734 -1.959 -1.430
H -3.985 -2.390 2.353
H -2.609 -1.488 3.041
H -2.316 -2.986 2.145
*
```

Properties
Frontier orbital gap in eV: 6.5679
DFT total energy in eV: -93455.6493
HOMO in eV: -4.48
LUMO energy in eV: 2.09
Relative energy (zero: lowest compared OMol25 entry of this formula, charge and spin) in kJ/mol: 107.58

Atom charges from the Löwdin analysis, given in e for atoms 1 to 4: number 1, Cs, carries 1.0402; number 2, N, carries 0.0397; number 3, C, carries -0.8882; number 4, S, carries 0.5592